This record from OMol25 describes a 10-piece molecular cluster, C13H46N14O10 overall. The level of theory is ωB97M-V/def2-TZVPD.

Each line ends with the Löwdin charge.
Geometry (Å):
N  0.4312  3.3892  2.4737  0.163
C  1.6597  2.9439  2.0334  -0.627
N  2.8360  3.3660  2.5919  0.158
O  1.6670  2.1964  1.0435  -0.029
H  -0.4264  3.2845  1.9842  0.027
H  0.4475  3.7523  3.4256  0.108
H  3.6923  3.0329  2.1509  0.104
H  3.0557  3.8958  3.4136  0.096
N  -4.4885  -1.0464  -2.2989  0.141
C  -3.5844  -0.0927  -2.7675  -0.681
N  -2.3372  -0.4924  -2.9331  0.214
O  -3.9596  1.0629  -2.9554  -0.025
H  -4.2110  -1.9947  -2.5683  0.095
H  -5.4572  -0.9377  -2.5682  0.100
H  -1.8069  0.2446  -3.3828  0.069
H  -1.9903  -1.4430  -2.8195  0.074
N  -0.7981  -4.5314  -0.7275  0.174
C  -1.6509  -3.5283  -1.1952  -0.667
N  -2.5073  -2.9356  -0.3052  0.169
O  -1.6051  -3.2710  -2.3699  0.006
H  -0.7566  -4.6533  0.2804  0.062
H  -0.0030  -4.8214  -1.2216  0.089
H  -3.1074  -2.1231  -0.4890  0.085
H  -2.6738  -3.4846  0.5567  0.109
N  -2.6315  2.2923  -5.1693  0.173
C  -1.3472  2.4586  -4.8149  -0.594
N  -0.4130  3.3387  -5.4567  0.170
O  -0.9203  1.8519  -3.8553  -0.022
H  -3.2479  1.9368  -4.4545  0.053
H  -3.1245  2.6263  -6.0136  0.125
H  0.5160  3.1318  -5.3114  0.021
H  -0.6883  3.9040  -6.2617  0.099
N  -2.7543  -0.3042  2.3848  0.187
C  -1.6690  -0.6213  3.1323  -0.710
N  -0.7421  0.3120  3.2405  0.198
O  -1.5258  -1.7214  3.6013  0.027
H  -2.9532  0.6817  2.2360  0.081
H  -3.4133  -1.0490  2.3096  0.101
H  -0.7622  1.1086  2.6057  0.077
H  0.1511  -0.0027  3.6121  0.125
N  3.1092  4.0038  -2.0160  0.144
C  2.1667  3.2904  -2.7772  -0.601
N  1.2992  2.3986  -2.1276  0.160
O  2.0996  3.4290  -3.9869  0.008
H  3.4584  4.7946  -2.5198  0.087
H  2.9419  4.1069  -1.0324  0.074
H  0.6893  1.9141  -2.7593  0.047
H  1.5483  2.0376  -1.2144  0.048
N  -3.7679  2.0278  0.0276  0.167
C  -2.4784  2.2648  0.3079  -0.637
N  -1.5421  1.7837  -0.6092  0.190
O  -2.0530  2.8215  1.3424  -0.046
H  -4.5588  2.5118  0.5220  0.145
H  -4.0244  1.4840  -0.8134  0.082
H  -0.5853  1.9231  -0.3952  0.042
H  -1.8224  1.6483  -1.6257  0.098
C  5.2818  0.2545  3.1632  -0.107
C  4.0934  -0.4468  2.5502  -0.273
O  4.4892  -1.2322  1.3333  -0.103
H  4.9659  0.8958  3.9876  0.068
H  5.7577  0.8781  2.3848  0.075
H  6.0671  -0.4194  3.5349  0.079
H  3.3718  0.3149  2.2524  0.079
H  3.6122  -1.1641  3.1960  0.104
H  4.9138  -0.5413  0.7842  0.075
C  1.2341  -5.1636  2.7372  -0.091
C  0.3762  -4.0767  3.1722  -0.322
O  -0.6901  -3.9139  2.2055  -0.152
H  1.7020  -5.0444  1.7709  0.069
H  0.7831  -6.1660  2.7830  0.087
H  2.0526  -5.1881  3.4908  0.093
H  0.7876  -3.1047  3.1439  0.091
H  -0.0496  -4.2395  4.1430  0.116
H  -1.1132  -3.1457  2.6754  0.040
C  0.6761  -0.5751  -0.2773  -0.075
C  1.3810  -1.8759  -0.6897  -0.301
O  1.5761  -2.7195  0.4182  -0.079
H  0.5808  0.1437  -1.1060  0.052
H  1.2458  -0.1246  0.5067  0.041
H  -0.3071  -0.7828  0.1250  0.057
H  2.3532  -1.6582  -1.1612  0.119
H  0.7529  -2.3617  -1.4508  0.086
H  0.7252  -2.7400  0.8670  0.039

The value obtained for the total energy is -55571.0734 eV. As for the SMILES: NC(N)=O.NC(N)=O.NC(N)=O.NC(N)=O.NC(N)=O.NC(N)=O.NC(N)=O.CCO.CCO.CCO. The spin multiplicity is 1. Its relative energy (zero: lowest compared OMol25 entry of this formula, charge and spin) is 12.2 kcal/mol.

***

This record from OMol25 describes a 9-piece molecular cluster, C13H47N3O9 overall. The level of theory is ωB97M-V/def2-TZVPD.

Each line ends with the Löwdin charge.
Geometry (Å):
C  33.4671  6.2261  15.6343  -0.133
O  32.3474  6.7660  14.9963  -0.194
C  32.3637  6.6185  13.5537  -0.185
C  31.6925  5.3250  13.0270  -0.367
C  31.3757  5.2714  11.4761  -0.043
N  30.3366  5.1613  13.6578  0.047
H  33.6367  5.1494  15.6358  0.083
H  33.4965  6.6153  16.6521  0.090
H  34.3204  6.6402  15.0973  0.078
H  31.6728  7.4086  13.2597  0.120
H  33.3457  6.8561  13.1447  0.120
H  32.4361  4.5802  13.3109  0.126
H  31.3878  4.2025  11.2634  0.071
H  32.0471  5.9309  10.9261  0.071
H  30.4165  5.7143  11.2082  0.060
H  30.4945  5.1436  14.6552  0.073
H  29.7036  5.8848  13.3478  0.073
C  23.5316  8.9315  11.5175  -0.077
O  24.4390  7.8262  11.5454  -0.235
C  25.6941  8.0314  10.8498  -0.174
C  26.8908  8.5238  11.6139  -0.482
C  28.1757  8.3609  10.9029  -0.079
N  27.1023  7.9137  12.9036  0.064
H  22.9551  8.7989  10.6020  0.092
H  24.0348  9.8652  11.7686  0.099
H  22.8662  8.7380  12.3588  0.070
H  25.9693  7.0116  10.5807  0.119
H  25.5549  8.5143  9.8826  0.128
H  26.7343  9.5728  11.8654  0.138
H  28.9984  8.8359  11.4375  0.082
H  28.2176  8.9598  9.9931  0.077
H  28.3753  7.3183  10.6557  0.078
H  26.4088  8.1028  13.6131  0.076
H  26.9853  6.9316  12.6989  0.022
C  22.1277  -1.3934  14.0647  -0.147
O  22.4863  -0.1128  13.7616  -0.185
C  21.5335  0.8208  13.2275  -0.165
C  22.1876  2.0005  12.5321  -0.386
C  23.4218  1.6574  11.6033  -0.043
N  22.6910  3.0146  13.4756  0.012
H  22.0838  -2.1320  13.2644  0.090
H  21.1076  -1.3940  14.4489  0.078
H  22.6655  -1.6285  14.9832  0.096
H  20.8679  0.3078  12.5333  0.124
H  20.8938  1.2159  14.0167  0.123
H  21.5127  2.6287  11.9508  0.121
H  23.8730  2.4624  11.0232  0.068
H  23.1416  0.8533  10.9228  0.070
H  24.1264  1.2121  12.3056  0.071
H  22.0190  3.2820  14.1806  0.068
H  23.0535  3.7888  12.9377  0.022
C  25.6226  4.7887  13.0873  -0.104
O  27.0422  5.0376  12.8991  -0.179
H  25.4765  3.7090  13.1178  0.076
H  25.3382  5.2608  14.0277  0.077
H  24.9985  5.1121  12.2543  0.057
H  27.4746  4.3222  12.4271  0.009
O  27.4778  4.8935  16.0424  -0.052
H  28.0329  5.5913  16.3904  0.029
H  27.5790  4.9573  15.0927  -0.011
O  23.5625  7.4808  14.4937  -0.060
H  23.1784  6.7529  14.9824  -0.009
H  23.2509  7.3586  13.5969  -0.037
O  28.7350  3.2989  11.9672  -0.039
H  28.7236  2.3418  11.9789  0.063
H  29.4935  3.5365  12.5005  0.010
O  22.5387  5.7671  12.3378  -0.037
H  21.6543  5.5297  12.0590  0.062
H  23.0145  5.9206  11.5216  0.041
O  23.0768  4.8146  15.7306  -0.044
H  23.4801  4.3452  16.4608  0.056
H  23.3882  4.3569  14.9497  -0.013

The value obtained for the total energy is -37137.9327 eV. As for the SMILES: COC[C@H](C)N.COC[C@H](C)N.COC[C@H](C)N.CO.O.O.O.O.O. The spin multiplicity is 1. Its relative energy (zero: lowest compared OMol25 entry of this formula, charge and spin) is 36.2 kcal/mol.

***

This record from OMol25 describes a 9-piece molecular cluster, C13H48BrIN19O8P overall. The level of theory is ωB97M-V/def2-TZVPD.

Each line ends with the Löwdin charge.
Geometry (Å):
N  -2.1103  1.2089  -1.2731  0.063
C  -1.3946  2.3004  -0.6289  -0.732
N  -1.9880  3.6186  -0.9624  0.068
N  -1.5108  2.1365  0.8186  0.074
C  0.0699  2.2010  -1.0627  -0.282
P  0.8228  0.5150  -0.6336  0.701
Br  1.9336  -1.5488  0.3258  0.276
C  0.8166  -0.2216  -2.3140  -0.366
C  0.5210  -1.7143  -2.5239  -0.406
C  -0.6952  -2.2833  -1.7992  -0.656
I  -2.4979  -2.0450  -2.9353  0.817
H  -3.0798  1.2036  -0.9746  0.082
H  -2.1020  1.3032  -2.2846  0.058
H  -1.2443  4.2892  -1.1353  0.067
H  -2.5010  3.5406  -1.8347  0.066
H  -0.6108  2.0546  1.2844  0.007
H  -1.9947  2.9404  1.1912  0.051
H  0.6340  2.9714  -0.5172  0.084
H  0.1803  2.4182  -2.1331  0.083
H  2.0051  1.0950  -0.1990  -0.010
H  -0.1998  0.1897  0.2446  0.000
H  0.1049  0.3726  -2.8960  0.065
H  1.8185  -0.0058  -2.7090  0.099
H  1.3925  -2.3247  -2.2772  0.065
H  0.3647  -1.8383  -3.6034  0.089
H  -0.8813  -1.8418  -0.8204  0.015
H  -0.5868  -3.3618  -1.6716  0.011
N  2.5885  -4.8990  0.1470  0.161
C  1.9223  -5.6068  -0.7956  -0.660
N  2.4672  -6.8032  -1.1626  0.160
O  0.8889  -5.1796  -1.3109  -0.016
H  3.4624  -5.1666  0.5652  0.084
H  2.1732  -4.0154  0.3850  -0.034
H  1.9944  -7.3344  -1.8710  0.103
H  3.3136  -7.1614  -0.7637  0.095
N  5.3118  -1.7170  1.2767  0.145
C  5.9728  -2.8296  1.7019  -0.684
N  7.2758  -2.6367  2.0880  0.140
O  5.4474  -3.9307  1.7415  0.016
H  5.7240  -0.8050  1.2307  0.089
H  4.3626  -1.8505  0.9637  -0.040
H  7.7870  -3.4440  2.3911  0.099
H  7.7415  -1.7517  2.0306  0.085
N  2.7252  1.1633  3.6664  0.175
C  1.7294  1.9409  3.1814  -0.655
N  1.6628  3.1967  3.7019  0.174
O  0.9388  1.5192  2.3374  -0.050
H  3.3513  1.5103  4.3811  0.049
H  2.7909  0.2259  3.3105  0.096
H  0.9255  3.8007  3.3925  0.102
H  2.3243  3.5228  4.3849  0.088
N  6.5152  3.0722  6.4519  0.162
C  5.7281  2.3048  5.6523  -0.655
N  6.2666  1.1209  5.2467  0.166
O  4.6022  2.6630  5.3230  0.002
H  7.4375  2.8052  6.7388  0.100
H  6.1378  3.9460  6.7677  0.109
H  5.7125  0.5260  4.6588  0.100
H  7.1787  0.8115  5.5235  0.099
N  -7.9022  -0.3378  -4.8375  0.144
C  -6.7029  -0.9716  -4.6498  -0.688
N  -6.2070  -0.9179  -3.3763  0.147
O  -6.1180  -1.5405  -5.5528  0.022
H  -8.3996  0.1335  -4.1070  0.089
H  -8.2903  -0.3611  -5.7613  0.101
H  -5.3312  -1.3786  -3.2103  -0.005
H  -6.6678  -0.4530  -2.6180  0.092
N  -1.5869  -6.6697  -5.6356  0.142
C  -0.3631  -6.5417  -5.0304  -0.689
N  -0.3264  -5.7095  -3.9567  0.162
O  0.6213  -7.1431  -5.4341  0.006
H  -2.4054  -6.1783  -5.3313  0.089
H  -1.6422  -7.2743  -6.4325  0.096
H  0.5358  -5.6033  -3.4512  0.068
H  -1.1344  -5.2399  -3.5927  0.071
N  -2.5831  2.3782  3.8394  0.152
C  -3.3400  2.1961  4.9634  -0.687
N  -2.8661  1.2530  5.8353  0.145
O  -4.3600  2.8262  5.1738  0.023
H  -1.7467  1.8659  3.6270  0.078
H  -2.9268  3.0511  3.1815  0.085
H  -3.4011  1.0893  6.6667  0.100
H  -2.0355  0.7178  5.6691  0.090
N  -4.1574  7.2833  -3.0023  0.141
C  -5.0369  7.0607  -1.9730  -0.690
N  -4.5985  6.1897  -1.0153  0.151
O  -6.1250  7.6016  -1.9239  0.027
H  -3.2545  6.8545  -3.0613  0.083
H  -4.4492  7.9169  -3.7220  0.100
H  -5.2166  6.0038  -0.2480  0.103
H  -3.7091  5.7273  -1.0452  0.059

The value obtained for the total energy is -146392.8927 eV. As for the SMILES: NC(N)(N)C[PH2](Br)CCCI.NC(N)=O.NC(N)=O.NC(N)=O.NC(N)=O.NC(N)=O.NC(N)=O.NC(N)=O.NC(N)=O. The spin multiplicity is 1.

***

How do the records compare in highest occupied orbital energy? In the order shown, they have -9.36, -8.72, -9.07 eV.
How do the records compare in orbital gap? In the order shown, they have 9.8, 9.1, 8.9 eV.
How do the records compare in max |F|? In the order shown, they have 5.3, 3.1, 1.6 eV/Å.